(1)
Below is a structure of composition C18H20F4O21Pb at a distorted geometry, with properties calculated with ωB97M-V with the def2-TZVPD basis set.

Computed properties:
Charge = 0
Gap between HOMO and LUMO = 8.2562 eV
HOMO level = -7.79 eV

Element x y z (Å)
1 O 1.8712 4.0925 3.2467
2 C 1.3081 5.1105 4.0562
3 O 1.9518 1.4208 -3.2115
4 C 0.4185 -4.8724 -2.5547
5 H 2.0260 -6.3930 -2.7900
6 H -0.9172 6.0449 -1.2564
7 C -0.1586 -3.3019 -0.9938
8 O 2.1144 1.4196 -0.9605
9 C -1.3912 3.2972 -0.3912
10 O -0.8944 -0.3094 2.9734
11 H -3.0043 5.9533 0.0727
12 H 0.4929 -6.0818 -0.7130
13 O 2.5082 -1.3867 0.2884
14 C -0.1215 -1.2082 3.4314
15 C 1.8784 -5.3174 -2.6795
16 H -5.1584 0.9107 -2.6792
17 C -0.1746 5.0400 3.7107
18 H -5.0399 2.0079 -1.3260
19 C -0.2228 -5.5496 -1.3395
20 C -3.3458 -0.0912 -0.4032
21 C -2.7671 5.0883 -0.5391
22 O -4.5308 -0.4682 0.1119
23 H -1.0983 -6.1225 -1.6421
24 O -0.3117 -2.2646 -0.4374
25 O -0.2861 3.7568 3.1179
26 O -2.2899 -0.2384 0.1176
27 Pb 0.3511 0.0439 0.6464
28 H 2.7987 1.8344 -2.9751
29 O 0.4599 -3.4943 -2.1561
30 H -1.1938 -1.1537 4.7849
31 F -5.9978 -1.1447 -1.3910
32 O 4.4262 -1.9598 -0.6569
33 O 0.6195 0.1193 -1.9055
34 C 1.5734 0.9468 -2.0062
35 H 2.3262 -4.6995 -3.4579
36 O 3.3711 -3.4728 0.5192
37 H 1.7847 6.0734 3.8831
38 C -4.8731 0.9716 -1.6288
39 F 5.3720 -3.7802 1.5663
40 H 4.6987 -5.0125 0.1601
41 C 0.9224 3.2555 2.8029
42 O 1.1221 2.1796 2.3548
43 C -5.5688 -0.0265 -0.7144
44 H -6.4269 0.4384 -0.2285
45 O -0.6565 -4.4650 -0.5295
46 F -0.5520 6.0204 2.8561
47 H 6.2765 -2.9288 -0.7575
48 H -1.8875 5.4398 -2.5395
49 O -0.9220 3.9836 -1.4552
50 C -1.6021 5.2330 -1.5093
51 H 2.4460 -5.1470 -1.7606
52 O -2.3778 3.9632 0.2160
53 H 4.9402 -3.6484 -1.7214
54 C 3.3189 -2.2213 0.0349
55 C 5.2160 -3.1563 -0.7886
56 H 1.5318 4.8776 5.0987
57 H -0.8384 5.0002 4.5693
58 F -3.9115 4.8140 -1.2408
59 O -0.4123 -1.7342 4.6325
60 O -3.5066 0.5843 -1.5558
61 O -0.9885 2.2217 -0.1017
62 O 0.8569 -1.6079 2.7526
63 H -0.2192 -4.9329 -3.4331
64 C 4.6656 -3.9521 0.4254

Cartesian forces (eV/Å) of the 3 atoms listed first:
O 0.859 0.271 -0.309
C 0.219 0.049 0.302
O 0.691 -0.281 -0.053



(2)
Below is an isolated molecule of C18H20FNOS, with properties calculated with ωB97M-V with the def2-TZVPD basis set.

Computed properties:
Charge = 0
Gap between HOMO and LUMO = 9.2209 eV
HOMO level = -8.55 eV

Element x y z (Å)
1 H 0.8004 -0.2902 -4.5215
2 C -5.8977 0.8609 2.9714
3 H -3.3232 2.5183 -0.5196
4 C 2.4743 0.1930 -3.2864
5 H -0.5238 0.1176 -0.4353
6 C -3.3829 0.8654 2.9480
7 C 2.5745 -2.5146 -2.6981
8 H -6.6139 1.6624 2.8025
9 H 1.4564 -1.1031 -0.5586
10 O 1.5365 1.1524 1.7004
11 H -5.4669 2.0244 0.5685
12 H -0.1711 2.6121 1.0906
13 C 1.5555 -0.6727 -3.8520
14 C 4.5033 -2.1798 -1.1265
15 C -4.5424 1.7738 1.0693
16 C 2.9733 -1.1223 0.9839
17 H 2.4606 1.2508 -3.4961
18 S 3.6920 -2.7043 0.4368
19 C 1.0129 0.4321 0.8791
20 C -4.5844 1.1763 2.3228
21 N -0.0839 0.7901 0.1730
22 H 4.9931 -3.0819 -1.4911
23 C 1.5340 -0.9541 0.5202
24 H 3.6037 -0.3192 0.6058
25 H 0.9014 -1.6999 1.0095
26 H -5.7777 0.7145 4.0419
27 H 2.6093 -3.5661 -2.4549
28 H 0.8968 -2.7040 -4.0047
29 C 3.4324 -0.3142 -2.4283
30 H 3.0243 -1.1170 2.0716
31 C -0.8100 2.0196 0.4294
32 H -1.2463 0.9088 2.8385
33 H 5.2522 -1.4297 -0.8747
34 H -3.3944 0.4029 3.9246
35 C 3.5069 -1.6659 -2.1090
36 C -2.1372 1.7449 1.0860
37 C 1.6102 -2.0268 -3.5602
38 C -3.3345 2.0511 0.4554
39 H -0.9513 2.5582 -0.5129
40 C -2.1745 1.1466 2.3396
41 H -6.3137 -0.0536 2.5473
42 F 4.3255 0.5432 -1.8857

Cartesian forces (eV/Å) of the 3 atoms listed first:
H -0.059 0.043 -0.065
C -0.012 -0.059 -0.048
H 0.020 0.049 -0.104